# 1
ORCA calculation (ωB97M-V/def2-TZVPD) on a molecular structure, C24H47I2N3O7S at a distorted geometry.

Geometry as XYZ:
```
84
Properties=species:S:1:pos:R:3:forces:R:3
C 7.072475 -2.671671 0.117191 0.53 0.37 1.28
C 6.842694 -3.736959 1.231099 0.15 1.70 -2.10
O 6.874659 -4.877350 0.911839 0.07 -1.32 0.74
N 6.680286 -3.228293 2.579051 -1.03 -0.85 -0.81
C 7.606247 -3.796537 3.555226 1.98 1.03 0.85
C 8.794280 -2.900851 3.974319 -0.50 -0.13 -1.04
O 7.548643 -4.891890 4.005932 -0.97 -1.04 -0.03
C 5.331975 -3.029359 3.081120 -1.13 0.46 2.78
C 4.645077 -4.175243 3.877166 0.58 -2.49 -2.65
C 4.740855 -5.502414 2.985171 -2.69 -0.25 1.05
C 3.412334 -6.364044 2.988354 2.24 1.98 -3.42
O 3.940180 -5.497411 1.816042 1.64 0.00 0.85
O 5.617402 -2.057150 4.185446 0.48 1.87 -0.95
S 5.951360 -0.634090 3.433200 2.87 2.24 -0.95
O 5.598754 0.543990 4.165937 -2.07 -1.47 0.36
O 7.305050 -0.425386 2.983739 -0.28 -1.73 -0.08
O 5.141227 -0.952973 2.030640 -0.15 -0.33 1.63
C 4.295053 -2.128936 2.263057 1.38 0.74 -0.80
I 2.806822 -1.232765 3.633706 -0.57 -0.83 -0.35
C 3.843371 -2.557821 0.851393 -0.62 0.15 -0.63
C 2.328645 -2.700025 0.537787 0.13 -1.09 -0.16
C 1.510263 -3.645308 1.475516 -0.59 1.00 -0.32
I 1.334463 -0.787314 0.162915 0.32 -0.42 0.02
H 7.927135 -3.015715 -0.486130 -0.48 -0.03 0.12
H 7.361080 -1.722817 0.605349 -0.34 -0.28 -0.42
H 6.190633 -2.533955 -0.520070 0.33 -0.14 0.22
H 8.433587 -2.001129 4.491421 0.23 -0.30 -0.23
H 9.492634 -3.492985 4.579921 -0.43 0.20 -0.13
H 9.302069 -2.585738 3.040245 -0.22 0.12 0.52
H 3.556014 -4.077139 3.943424 0.50 0.69 0.51
H 5.150703 -4.419235 4.819301 -0.29 0.50 -0.18
H 5.698013 -6.055778 2.976229 -0.67 0.43 -0.21
H 2.452688 -5.834296 2.947748 -0.04 -1.03 1.65
H 3.570069 -7.339182 2.514122 -0.68 -0.13 1.16
H 4.229347 -1.799269 0.144835 -0.12 -0.22 0.54
H 4.305092 -3.507644 0.516013 -0.22 0.28 0.69
H 2.288250 -3.180157 -0.455179 0.08 0.57 0.34
H 2.043229 -3.844521 2.411791 -0.27 -0.08 -0.38
H 1.231033 -4.566474 0.937678 0.43 0.23 0.34
H 0.560289 -3.131162 1.709419 0.43 -0.40 0.17
C -6.074501 0.741598 0.238441 -0.02 0.07 -0.05
C -4.803438 0.853078 1.068284 -0.09 0.06 -0.10
N -3.644384 0.250750 0.432628 0.19 -0.25 0.08
C -2.511650 0.087274 1.330919 0.02 -0.12 0.20
C -1.860887 1.351859 1.898260 0.18 -0.01 0.05
C -3.323804 0.737030 -0.898923 -0.23 0.03 -0.27
C -3.065648 2.237173 -1.071088 0.12 0.06 -0.14
H -6.273338 -0.295272 -0.037792 0.07 0.01 -0.02
H -6.926159 1.104255 0.817089 0.04 0.01 -0.01
H -6.022242 1.341052 -0.672644 -0.01 -0.04 0.00
H -4.985899 0.335427 2.014544 0.22 -0.02 0.00
H -4.632038 1.910338 1.319808 -0.08 0.05 0.05
H -1.742782 -0.509918 0.832215 -0.11 0.06 -0.13
H -2.839908 -0.530071 2.174602 -0.14 0.05 -0.04
H -1.265613 1.873341 1.148789 -0.06 0.06 0.01
H -1.180776 1.080707 2.709819 -0.01 -0.01 -0.02
H -2.594329 2.047020 2.309399 -0.01 0.00 -0.04
H -4.142998 0.457855 -1.568897 -0.06 0.01 0.10
H -2.462945 0.183114 -1.284532 0.04 -0.04 0.22
H -3.812719 2.851395 -0.564795 0.00 -0.03 0.02
H -3.103418 2.492817 -2.133445 -0.01 -0.03 0.02
H -2.077914 2.524100 -0.712514 -0.06 0.07 0.08
C -5.489575 7.025663 -5.819272 -0.03 0.06 0.07
C -5.882842 5.558550 -5.724255 -0.01 0.13 0.04
N -4.939187 4.755742 -4.965810 0.20 -0.27 -0.05
C -5.143160 3.323451 -5.120545 0.01 -0.12 -0.19
C -6.454691 2.725712 -4.603324 0.00 -0.17 0.07
C -4.662261 5.206205 -3.611865 0.05 0.35 0.11
C -5.845327 5.342704 -2.647792 0.04 -0.03 0.20
H -4.477102 7.136006 -6.211159 0.01 -0.05 0.06
H -6.170002 7.547087 -6.495104 -0.01 -0.03 0.03
H -5.545322 7.527672 -4.851701 0.03 0.01 -0.03
H -5.927046 5.166740 -6.744648 0.04 -0.19 0.09
H -6.903057 5.487050 -5.318846 -0.07 0.06 -0.05
H -4.306373 2.792749 -4.655677 0.01 0.14 0.09
H -5.063534 3.089447 -6.187695 -0.03 0.14 -0.01
H -6.473300 2.668854 -3.515150 -0.06 0.06 -0.01
H -6.563227 1.704067 -4.975831 0.02 0.03 -0.01
H -7.327230 3.287179 -4.940125 0.03 0.02 0.02
H -4.162858 6.177965 -3.670866 -0.07 0.00 -0.10
H -3.914000 4.549088 -3.160289 -0.07 -0.14 -0.17
H -6.695369 5.856171 -3.100009 0.02 -0.02 -0.03
H -5.540039 5.928487 -1.777005 0.00 0.00 -0.03
H -6.181091 4.375480 -2.275165 -0.09 0.02 -0.06
```
Positions in Å, forces in eV/Å.

The highest occupied orbital energy comes out at -8.1 eV. The HOMO-LUMO gap comes out at 7.558 eV. The electronic energy is -71483.69259 eV.



# 2
ORCA calculation (ωB97M-V/def2-TZVPD) on a molecular structure, C24H47I3N3O7P at a distorted geometry.

Geometry as XYZ:
```
85
Properties=species:S:1:pos:R:3:forces:R:3
C -0.567522 -4.176473 3.295350 0.32 -0.20 0.07
O -1.928195 -3.826179 3.216159 -0.12 0.15 0.19
C -2.122196 -2.622696 2.498089 0.07 -0.16 0.22
C -3.604927 -2.316018 2.344983 0.54 -0.40 -0.34
C -3.818015 -1.412237 1.111447 -1.28 0.20 0.89
C -4.594292 -0.100983 1.446387 1.56 0.05 -0.09
C -3.706475 1.089414 1.050948 -0.87 -0.23 -0.93
C -3.678637 1.245163 -0.489407 0.09 0.81 0.32
C -2.299687 1.619632 -1.050567 -0.14 -0.28 -0.86
C -1.604834 0.375904 -1.697414 -0.04 1.52 0.62
C -0.078903 0.326649 -1.434250 -1.02 -0.11 0.71
C 0.028747 0.077070 0.074622 1.11 -0.79 0.11
C 1.367991 0.277507 0.812762 -0.71 0.46 1.00
C 1.199288 1.197899 2.041771 0.86 0.25 -0.53
C 0.653715 2.597432 1.711795 -0.31 -0.30 0.45
C 1.696923 3.711808 1.742595 -0.97 0.37 -0.01
C 2.361439 3.949825 3.089735 0.89 0.29 -0.72
O 1.423929 4.252333 4.114562 0.31 -0.44 -0.05
C 0.934512 3.203790 4.835646 -0.29 -0.50 -0.22
C 1.857178 2.194715 5.471747 0.30 0.23 -0.52
O -0.245848 3.101072 4.963542 -0.72 0.24 0.29
N 0.382347 1.732556 -1.810529 0.94 0.94 -0.21
C 1.658570 1.766590 -2.328359 0.01 -0.03 -0.14
N 2.676223 2.437142 -1.765113 -0.21 0.21 -0.21
N 1.920368 1.120432 -3.506317 -1.11 -0.56 0.59
C 0.989466 -0.032824 -3.711968 -0.39 -0.07 -0.47
P 1.700319 -0.965271 -5.174783 1.48 -1.63 -0.91
O 3.004497 -1.575698 -4.902215 0.18 0.24 0.85
O 0.703496 -1.994863 -5.867936 0.97 2.90 -0.37
O 1.892841 0.197833 -6.282830 -0.79 0.63 0.46
C 0.571647 -0.770790 -2.384481 -0.70 -0.11 -0.64
O -0.501917 -1.615192 -2.768784 1.07 0.95 1.36
C 1.614112 -1.708439 -1.705794 0.43 -0.38 -0.18
I 3.643692 -0.867782 -1.620628 0.01 0.00 0.08
C 1.685587 -3.149990 -2.248270 0.48 0.02 -0.07
C 3.032520 -3.850711 -2.196580 -0.21 -0.86 -0.10
I 0.350788 -4.340982 -1.016348 -0.06 0.22 -0.03
H -0.303648 -4.925653 2.545152 -0.02 0.05 -0.15
H 0.088886 -3.312325 3.160465 -0.02 0.09 -0.05
H -0.339748 -4.597388 4.274023 -0.20 -0.04 0.10
H -1.613602 -1.814692 3.044283 0.04 0.15 -0.14
H -1.652792 -2.715612 1.510915 -0.02 -0.01 -0.08
H -3.992790 -1.871412 3.258464 -0.02 0.09 0.05
H -4.096159 -3.281758 2.232128 -0.15 0.01 -0.09
H -4.410072 -1.951923 0.376646 0.36 -0.18 -0.27
H -2.844047 -1.156683 0.701640 0.01 -0.02 -0.27
H -4.756064 -0.039184 2.519952 -0.40 -0.12 0.03
H -5.529276 -0.054164 0.894441 -0.21 0.07 0.19
H -2.685192 0.935168 1.395788 -0.04 0.06 0.40
H -4.123769 2.009683 1.456721 0.32 0.11 0.27
H -4.362196 2.054975 -0.748610 -0.15 -0.03 0.01
H -4.082211 0.369322 -0.996993 0.17 -0.19 0.02
H -2.469732 2.355387 -1.841456 0.15 0.10 -0.03
H -1.667301 2.121323 -0.323402 -0.12 -0.03 0.25
H -2.088939 -0.483498 -1.254894 0.25 -0.47 -0.41
H -1.821419 0.470601 -2.759563 -0.03 -0.60 -0.13
H -0.715464 0.625502 0.639600 -0.26 0.19 -0.37
H -0.236446 -0.976537 0.202696 -0.23 -0.04 -0.10
H 1.705897 -0.673958 1.220748 0.31 -0.13 -0.35
H 2.162864 0.713739 0.224247 0.00 -0.12 -0.32
H 0.665135 0.698925 2.849184 -0.32 0.01 -0.10
H 2.218538 1.343787 2.414458 0.00 -0.16 0.24
H 0.162857 2.618262 0.739821 0.09 -0.10 -0.14
H -0.138623 2.822848 2.425540 0.00 0.25 0.02
H 2.427567 3.573655 0.942537 0.35 -0.14 0.22
H 1.170298 4.636486 1.489482 0.02 0.07 -0.05
H 3.030032 3.122000 3.322379 -0.14 -0.08 0.38
H 3.002646 4.824123 2.987118 0.01 0.10 0.16
H 2.395834 2.675320 6.284993 0.04 -0.13 0.15
H 2.579144 1.795257 4.764367 0.17 0.09 0.02
H 1.246627 1.362271 5.795489 -0.06 0.06 0.34
H -0.204578 2.050758 -2.583740 -0.41 -0.43 0.06
H 3.437655 1.882689 -1.392130 0.60 0.07 -0.92
H 2.655182 3.439151 -1.674931 -0.47 -0.04 1.07
H 1.705780 1.811199 -4.233205 1.13 0.04 -0.30
H 0.062589 0.409528 -4.099466 -0.24 -0.26 0.07
H 1.045085 -2.215951 -6.752810 -0.08 -0.13 0.01
H 2.654692 0.738897 -6.040138 0.27 -0.16 -0.25
H -0.788774 -1.436129 -3.680368 -0.23 -0.75 -0.13
H 1.398316 -1.881522 -0.660895 -0.02 0.79 0.20
H 1.303600 -3.240950 -3.260775 -0.38 0.01 0.03
H 3.701595 -3.529285 -2.991873 0.05 0.40 0.08
H 2.839510 -4.903855 -2.402282 -0.02 -0.05 -0.07
H 3.508598 -3.839258 -1.219011 0.09 0.26 0.04
I -0.844832 -3.706757 -4.616305 -1.93 -2.32 -0.28
```
Positions in Å, forces in eV/Å.

The highest occupied orbital energy comes out at -5.9 eV. The HOMO-LUMO gap comes out at 2.988 eV. The electronic energy is -78040.68709 eV.



Question: Which value of electronic energy does entry 2 give?
Answer: -78040.68709 eV



Question: What is the formula in the first record?
Answer: C24H47I2N3O7S